Record 1
Formula: H5NS2
Source: the OMol25 dataset
Level of theory: ωB97M-V with the def2-TZVPD basis set

Structure (XYZ):
```
8
H5NS2 (ωB97M-V with the def2-TZVPD basis set)
S -0.943 -1.359 1.016
S -0.927 0.559 1.910
H -1.144 -0.841 -0.172
H -0.878 0.088 3.187
N 0.873 0.160 -1.343
H 1.566 0.652 -0.783
H 0.195 0.875 -1.588
H 1.258 -0.134 -2.225
```

Output
energy relative to the best compared isomer or geometry (same formula, charge and spin): 27.7 kJ/mol
structure (SMILES): SS.N

Charge distribution, Mulliken scheme, values in e:
1. S -0.1423
2. S -0.1846
3. H 0.1390
4. H 0.1523
5. N -0.6400
6. H 0.2197
7. H 0.2462
8. H 0.2096


Record 2
Formula: H5O3
Source: the OMol25 dataset
Level of theory: ωB97M-V with the def2-TZVPD basis set

Structure (XYZ):
```
8
H5O3 (ωB97M-V with the def2-TZVPD basis set)
O -0.667 -1.280 1.130
H -0.153 -2.096 1.003
O -0.286 1.123 -1.728
H 0.277 0.904 -0.860
H -0.904 0.380 -1.669
O 0.957 0.400 0.359
H 0.105 -0.551 0.797
H 0.671 1.120 0.968
```

Output
energy relative to the best compared isomer or geometry (same formula, charge and spin): 10.8 kJ/mol
total charge: -1

Charge distribution, Mulliken scheme, values in e:
1. O -0.8232
2. H 0.2433
3. O -0.7997
4. H 0.4558
5. H 0.2658
6. O -1.0169
7. H 0.4188
8. H 0.2562


Record 3
Formula: H66O33
Source: the OMol25 dataset
Level of theory: ωB97M-V with the def2-TZVPD basis set

Structure (XYZ):
```
99
H66O33 (ωB97M-V with the def2-TZVPD basis set)
O 0.235 0.604 -3.798
H -0.381 0.721 -4.521
H -0.194 1.017 -3.048
O -1.525 -3.514 4.057
H -1.228 -3.733 4.941
H -1.260 -2.602 3.935
O 3.556 -4.546 -0.450
H 3.135 -4.161 -1.218
H 3.718 -3.804 0.133
O 1.878 5.013 0.485
H 1.026 4.577 0.512
H 2.399 4.485 -0.119
O 0.272 -2.317 -4.477
H 0.310 -1.453 -4.068
H -0.663 -2.489 -4.588
O -5.382 1.524 1.918
H -5.520 1.437 0.975
H -4.507 1.904 1.999
O -3.199 -0.524 -4.227
H -2.598 -0.992 -3.647
H -3.324 -1.114 -4.970
O 4.082 -2.058 -2.445
H 4.611 -2.073 -1.647
H 4.702 -1.842 -3.141
O -2.896 -0.551 1.071
H -3.105 -1.484 1.122
H -2.354 -0.469 0.286
O 1.566 -1.421 -1.033
H 2.183 -1.446 -1.765
H 2.113 -1.532 -0.255
O 2.973 0.408 -4.364
H 2.047 0.503 -4.141
H 3.225 -0.436 -3.989
O -5.672 2.653 -1.390
H -5.018 2.813 -2.071
H -6.501 2.594 -1.864
O -0.007 3.111 0.933
H -0.908 2.923 0.667
H 0.416 2.254 0.969
O 1.076 -5.145 1.136
H 1.172 -4.220 1.364
H 1.974 -5.470 1.066
O -0.186 -0.858 2.897
H 0.726 -1.130 2.795
H -0.401 -0.427 2.069
O 5.478 -1.847 -0.057
H 5.218 -0.972 0.231
H 6.430 -1.860 0.043
O -1.086 2.068 -2.066
H -0.682 2.862 -2.416
H -1.807 2.384 -1.523
O 5.108 -0.676 2.856
H 4.177 -0.452 2.831
H 5.424 -0.295 3.676
O -0.920 3.641 3.727
H -1.403 2.975 3.238
H -1.462 3.814 4.497
O 2.928 3.434 -1.443
H 2.806 4.071 -2.147
H 3.744 2.984 -1.664
O -2.984 3.049 -0.205
H -3.172 3.396 0.668
H -3.755 3.276 -0.724
O -0.341 0.284 0.272
H 0.371 -0.120 -0.223
H -0.896 0.691 -0.394
O -2.710 1.593 2.681
H -3.071 1.345 3.533
H -2.791 0.803 2.147
O 0.729 -4.281 -2.866
H 0.549 -3.575 -3.486
H 1.589 -4.613 -3.124
O -1.489 -1.835 -2.173
H -0.642 -1.989 -1.755
H -2.050 -2.537 -1.842
O 2.283 -0.125 4.565
H 2.735 -0.663 5.216
H 1.419 0.036 4.945
O -4.830 -0.414 -2.056
H -4.209 -0.448 -2.784
H -5.055 0.513 -1.975
O -5.725 -2.127 -0.504
H -5.365 -1.432 -1.054
H -4.998 -2.385 0.063
O 2.556 -2.712 2.453
H 3.195 -3.391 2.669
H 2.290 -2.354 3.300
O -3.830 2.802 -3.267
H -3.126 3.371 -3.579
H -3.867 2.092 -3.909
O -0.123 0.650 5.157
H -0.525 0.122 4.467
H -0.247 1.554 4.870
O 4.909 1.471 0.818
H 3.973 1.273 0.869
H 4.995 2.330 1.231
O 2.807 1.759 2.410
H 2.275 2.542 2.552
H 2.607 1.195 3.157
```

Output
energy relative to the best compared isomer or geometry (same formula, charge and spin): 378.4 kJ/mol

Charge distribution, Mulliken scheme, values in e:
1. O -0.6012
2. H 0.2722
3. H 0.4155
4. O -0.6571
5. H 0.2943
6. H 0.3263
7. O -0.6241
8. H 0.3230
9. H 0.2559
10. O -0.6914
11. H 0.3393
12. H 0.4202
13. O -0.6983
14. H 0.2881
15. H 0.3348
16. O -0.6359
17. H 0.2960
18. H 0.3405
19. O -0.6134
20. H 0.2562
21. H 0.2987
22. O -0.5770
23. H 0.3246
24. H 0.2732
25. O -0.5626
26. H 0.1995
27. H 0.1680
28. O -0.1347
29. H 0.1498
30. H -0.0198
31. O -0.6445
32. H 0.4249
33. H 0.2991
34. O -0.5953
35. H 0.3685
36. H 0.2867
37. O -0.4453
38. H 0.1466
39. H 0.2399
40. O -0.6045
41. H 0.3020
42. H 0.3042
43. O -0.0567
44. H 0.0629
45. H 0.1678
46. O -0.6212
47. H 0.3166
48. H 0.2521
49. O -0.5275
50. H 0.2625
51. H 0.2242
52. O -0.5907
53. H 0.2619
54. H 0.3032
55. O -0.6079
56. H 0.2834
57. H 0.2801
58. O -0.6253
59. H 0.2819
60. H 0.2778
61. O -0.5554
62. H 0.2341
63. H 0.1356
64. O 0.4074
65. H 0.1045
66. H -0.1653
67. O -0.5350
68. H 0.3192
69. H 0.3471
70. O -0.6397
71. H 0.4320
72. H 0.2935
73. O -0.3519
74. H 0.0508
75. H 0.2414
76. O -0.5986
77. H 0.2592
78. H 0.3734
79. O -0.6948
80. H 0.4148
81. H 0.2565
82. O -0.6438
83. H 0.4591
84. H 0.2582
85. O -0.3868
86. H 0.2367
87. H 0.1878
88. O -0.6673
89. H 0.2632
90. H 0.2580
91. O -0.7622
92. H 0.2875
93. H 0.3258
94. O -0.6057
95. H 0.2562
96. H 0.2956
97. O -0.3623
98. H 0.2792
99. H 0.2042


Record 4
Formula: H68O34
Source: the OMol25 dataset
Level of theory: ωB97M-V with the def2-TZVPD basis set

Structure (XYZ):
```
102
H68O34 (ωB97M-V with the def2-TZVPD basis set)
O -4.397 3.207 -1.091
H -4.815 2.306 -0.994
H -4.178 3.494 -0.154
O -3.800 2.054 1.628
H -3.019 2.070 1.028
H -4.537 1.424 1.508
O -1.594 -3.454 3.203
H -0.996 -2.688 2.979
H -0.960 -4.117 2.984
O 3.477 1.732 -4.926
H 3.228 0.865 -5.190
H 2.754 1.847 -4.267
O -0.627 2.839 1.277
H 0.102 2.317 1.136
H -0.286 3.713 1.468
O -1.819 -3.981 -2.295
H -1.661 -4.280 -3.173
H -1.263 -3.202 -2.268
O 1.102 4.992 2.541
H 1.945 4.549 2.587
H 1.160 5.824 2.959
O 0.094 -5.116 -0.500
H -0.745 -5.156 -1.073
H 0.102 -4.162 -0.207
O 1.042 -5.158 2.412
H 0.895 -5.948 2.946
H 0.646 -5.416 1.584
O 0.396 0.443 -1.392
H 0.453 0.636 -0.344
H -0.605 0.908 -1.515
O 0.811 0.723 5.438
H 0.087 1.288 5.109
H 1.204 0.273 4.699
O 1.179 0.433 1.131
H 0.631 -0.028 1.907
H 1.857 -0.107 0.916
O 2.115 -1.740 3.333
H 1.722 -2.501 3.763
H 1.214 -1.459 2.864
O -5.149 0.401 -1.410
H -5.600 0.064 -2.183
H -4.783 -0.315 -0.938
O 5.869 0.707 -3.476
H 5.553 1.252 -2.722
H 5.258 0.840 -4.196
O 2.874 -1.692 0.822
H 2.677 -1.969 1.755
H 2.991 -2.598 0.460
O 4.317 2.257 -1.664
H 3.405 2.564 -1.787
H 4.837 3.067 -1.680
O 4.449 2.856 1.389
H 5.383 2.601 1.175
H 4.076 2.772 0.419
O 4.549 -1.237 -1.914
H 5.251 -0.731 -2.352
H 4.639 -1.126 -0.972
O -4.999 -1.662 -3.744
H -5.494 -2.483 -3.837
H -4.324 -2.001 -3.080
O -0.217 4.923 -3.578
H -0.123 5.502 -2.864
H -0.503 5.283 -4.378
O -0.440 -1.062 2.367
H -1.101 -0.907 3.048
H -0.657 -2.118 0.852
O 2.330 -1.074 -3.918
H 2.828 -1.459 -4.619
H 2.895 -0.894 -3.179
O 2.544 2.501 3.561
H 3.008 1.906 2.812
H 2.054 1.888 4.127
O -4.490 -2.683 2.499
H -3.917 -2.629 1.703
H -3.898 -3.088 3.144
O -5.571 0.017 1.876
H -5.419 -0.734 2.489
H -6.473 -0.172 1.562
O 0.013 5.097 -0.751
H -0.564 4.402 -0.527
H 0.803 4.986 -0.171
O -2.059 1.629 -2.304
H -2.605 0.856 -2.248
H -2.646 2.324 -2.126
O -2.742 -1.336 -0.972
H -2.099 -2.034 -0.567
H -2.351 -0.728 -0.420
O 1.543 2.717 -2.799
H 1.101 1.960 -2.292
H 0.847 3.328 -2.962
O -0.518 -2.442 -0.096
H 0.114 -1.720 -0.469
H -5.640 -1.588 7.217
O -1.557 1.300 3.782
H -1.948 1.609 2.975
H -2.242 1.434 4.448
O 3.710 -4.687 -0.371
H 4.331 -5.378 -0.034
H 2.826 -4.905 0.019
O -0.230 -1.932 -3.106
H -0.372 -1.144 -2.583
H 0.747 -1.936 -3.221
```

Output
energy relative to the best compared isomer or geometry (same formula, charge and spin): 1426.2 kJ/mol

Results of the Mulliken charge analysis, in e, for atoms 1 through 99:
1. O -0.6603
2. H 0.3246
3. H 0.3405
4. O -0.6575
5. H 0.2201
6. H 0.3988
7. O -0.5594
8. H 0.2758
9. H 0.3531
10. O -0.6806
11. H 0.3069
12. H 0.4410
13. O -0.1989
14. H 0.3028
15. H 0.0143
16. O -0.6621
17. H 0.2734
18. H 0.4738
19. O -0.5494
20. H 0.3108
21. H 0.2324
22. O -0.7184
23. H 0.3477
24. H 0.4530
25. O -0.5943
26. H 0.2920
27. H 0.3181
28. O -0.6690
29. H 0.2158
30. H 0.4598
31. O -0.6815
32. H 0.3652
33. H 0.2633
34. O -0.0442
35. H -0.1395
36. H 0.0915
37. O -0.7695
38. H 0.3752
39. H 0.2065
40. O -0.5449
41. H 0.2810
42. H 0.2227
43. O -0.7280
44. H 0.3799
45. H 0.3467
46. O -0.5363
47. H 0.3988
48. H 0.1689
49. O -0.7094
50. H 0.3447
51. H 0.3232
52. O -0.6285
53. H 0.2819
54. H 0.3789
55. O -0.6149
56. H 0.3428
57. H 0.2623
58. O -0.6347
59. H 0.3084
60. H 0.3009
61. O -0.5387
62. H 0.2718
63. H 0.2185
64. O -0.4236
65. H 0.0664
66. H 0.2280
67. O -0.6470
68. H 0.2518
69. H 0.3712
70. O -0.6002
71. H 0.3227
72. H 0.3324
73. O -0.6520
74. H 0.3164
75. H 0.3131
76. O -0.6102
77. H 0.2872
78. H 0.2844
79. O -0.5873
80. H 0.3116
81. H 0.2982
82. O -0.5801
83. H 0.2296
84. H 0.3096
85. O -0.2908
86. H 0.2300
87. H 0.0563
88. O -0.7180
89. H 0.5773
90. H 0.2645
91. O -0.3266
92. H 0.1595
93. H 0.3802
94. O -0.4770
95. H 0.2277
96. H 0.2193
97. O -0.6232
98. H 0.2974
99. H 0.3241


What are the E_tot values for these records? In order: -23241.3304; -6224.5187; -68642.2645; -70711.8324 eV.
What are the largest force on an atom values for these records? In order: 1.02; 1.46; 1.61; 6.41 eV/Å.